{"formula": "C14H26AsF6I2NO2PReTe", "method": "ωB97M-V/def2-TZVPD", "lumo_energy_ev": [-2.58, -2.42], "multiplicity": 3, "relative_energy_kj_mol": 0.0, "charge": 0, "species": ["Re", "O", "C", "C", "C", "C", "C", "C", "C", "C", "N", "H", "H", "H", "H", "H", "H", "H", "H", "H", "H", "H", "F", "As", "F", "F", "F", "F", "F", "I", "I", "C", "C", "P", "C", "C", "C", "C", "H", "H", "H", "H", "H", "H", "H", "H", "H", "H", "H", "H", "H", "H", "H", "O", "Te"], "coordinates": [[1.055534, 0.366770, -0.301289], [-0.404221, -0.650344, -1.116143], [-0.369111, -1.003428, -2.532394], [-1.479912, -0.275733, -3.340193], [-1.931585, 1.078664, -2.668706], [-0.812443, 2.136361, -2.438028], [-0.862853, 3.295030, -3.242549], [0.002937, 4.416141, -3.076880], [1.009240, 4.287507, -2.170687], [1.178680, 3.001411, -1.576914], [0.210764, 2.038236, -1.541431], [-0.973185, -1.740455, -0.309636], [-0.530900, -2.098509, -2.593248], [0.609557, -0.710597, -2.989568], [-2.371079, -0.918666, -3.372345], [-1.140340, -0.137263, -4.374163], [-2.395692, 0.838221, -1.692529], [-2.680686, 1.623847, -3.276810], [-1.640738, 3.315459, -3.990129], [-0.184109, 5.332499, -3.647186], [1.697931, 5.112738, -1.906887], [1.874709, 2.967822, -0.673755], [1.877179, -1.428478, -0.863180], [2.536319, -3.114047, -1.520868], [2.902193, -3.261836, 0.197486], [0.910921, -3.624433, -1.164086], [3.991851, -2.136278, -1.800676], [1.939011, -2.564324, -3.069970], [3.143203, -4.696036, -2.100199], [0.856213, 2.683495, 1.207621], [0.755025, 4.947884, 2.662642], [-2.906633, -0.360766, 1.272596], [-1.818225, 0.017449, 2.272471], [-0.036042, -0.452008, 1.851122], [1.084600, -0.166881, 3.318562], [0.362697, 0.244582, 4.600652], [-0.065003, -2.298714, 1.711699], [-0.356722, -2.944017, 3.066028], [-3.869503, 0.043989, 1.639414], [-3.036098, -1.452085, 1.223156], [-2.758272, 0.050535, 0.271861], [-1.982688, -0.425442, 3.274463], [-1.786486, 1.115848, 2.447501], [1.830690, 0.613207, 3.062762], [1.719920, -1.079204, 3.459528], [-0.224651, 1.173402, 4.486208], [1.102322, 0.399445, 5.420593], [-0.316286, -0.549031, 4.950509], [0.866318, -2.690206, 1.264033], [-0.886604, -2.437577, 0.966496], [0.449446, -2.655673, 3.766629], [-0.360970, -4.049362, 3.018500], [-1.319365, -2.615610, 3.498391], [2.492774, 0.215885, 0.600757], [3.040367, 1.220574, -2.161227]], "atomic_forces_ev_per_a": [[2.543, 1.775, -0.791], [-3.532, -4.417, 0.627], [-0.436, -0.308, -1.145], [-0.463, 0.456, 1.084], [0.941, 0.253, 0.337], [0.096, 0.717, -0.715], [0.218, -0.085, 0.379], [-1.242, -0.838, -0.479], [0.936, -0.715, 0.147], [0.200, 2.099, 1.433], [0.176, 0.129, -0.872], [1.903, 3.430, -2.668], [0.473, 0.717, -0.130], [-0.652, -0.404, 1.010], [0.122, 0.223, -0.078], [0.011, 0.081, 0.294], [0.207, 0.165, -0.504], [0.313, -0.662, 0.275], [-0.077, 0.195, -0.046], [0.100, -0.374, 0.283], [-0.393, -0.764, -0.276], [-0.789, 0.474, -2.673], [0.045, -2.543, -0.698], [0.821, 1.277, 0.104], [0.260, -0.770, -1.334], [0.278, -0.587, -0.124], [-1.044, -1.602, 0.248], [0.612, -0.794, 0.498], [-0.834, 2.348, 1.030], [-1.597, -0.392, 3.829], [0.226, 1.072, 0.246], [-0.440, -0.108, 0.464], [1.207, 0.322, 0.927], [0.510, 0.197, -0.696], [0.580, 0.223, -0.063], [0.098, -0.201, 0.730], [-0.025, 0.585, 0.268], [-0.189, -0.562, 0.215], [0.424, -0.204, -0.188], [0.055, 0.256, -0.157], [0.207, -0.094, 0.119], [-0.284, 0.153, -0.513], [0.004, -0.603, -0.249], [-0.631, -0.402, -0.205], [-0.740, 0.587, -0.162], [0.340, -0.374, -0.034], [-0.488, 0.000, -0.604], [0.111, 0.270, -0.081], [-0.414, 0.414, 0.092], [-0.050, -0.663, 0.128], [-0.460, -0.212, -0.304], [-0.042, 0.533, -0.066], [0.407, -0.149, -0.208], [0.775, 0.497, 1.826], [-0.378, -0.623, -0.529]]}